{
  "formula": "C34H20F5GeI2MnNOS",
  "method": "ωB97M-V/def2-TZVPD",
  "energy_ev": -167579.9314,
  "spin_multiplicity": 5,
  "s2": 6.145,
  "e_lumo_ev": [1.66, 1.54],
  "total_charge": -1,
  "species": ["Mn", "I", "C", "C", "C", "I", "C", "C", "C", "C", "N", "C", "C", "O", "H", "H", "H", "H", "F", "C", "C", "F", "C", "F", "C", "S", "C", "F", "C", "F", "C", "Ge", "C", "C", "C", "C", "C", "C", "C", "C", "C", "C", "C", "C", "C", "C", "C", "C", "C", "C", "H", "H", "H", "H", "H", "H", "H", "H", "H", "H", "H", "H", "H", "H", "H", "H"],
  "coordinates": [[-0.044864, 2.248434, 0.209309], [0.458912, 7.239024, 0.200593], [1.951508, 5.770064, 0.057892], [3.299429, 6.094483, -0.098612], [4.254436, 5.105439, -0.174672], [6.275629, 5.693688, -0.360308], [3.916445, 3.735853, -0.127231], [4.787474, 2.631634, -0.183025], [4.260150, 1.362315, -0.105191], [2.886948, 1.168704, 0.001047], [2.027105, 2.171974, 0.034252], [2.541340, 3.433562, -0.001809], [1.543759, 4.442720, 0.139493], [0.343578, 4.022474, 0.341995], [3.592992, 7.133527, -0.149192], [5.855051, 2.779521, -0.272118], [4.913728, 0.500833, -0.132210], [2.442319, 0.186310, 0.058183], [-7.894661, 1.936444, 0.275848], [-6.578931, 2.170550, 0.191736], [-6.105800, 3.465530, 0.072990], [-6.979205, 4.481694, 0.043155], [-4.749775, 3.703771, -0.014196], [-4.355332, 4.974023, -0.128058], [-3.796428, 2.673142, 0.014532], [-2.125729, 3.125189, -0.095581], [-4.316594, 1.382926, 0.133712], [-3.497162, 0.339218, 0.176906], [-5.673098, 1.128723, 0.220326], [-6.122120, -0.127707, 0.331755], [-0.345908, 0.421804, 0.287102], [0.104588, -1.451254, 0.024083], [-1.616446, -2.375585, -0.317794], [-2.316237, -2.077952, -1.487740], [-3.571454, -2.613628, -1.729302], [-4.162239, -3.446670, -0.789052], [-3.485462, -3.744154, 0.383860], [-2.220681, -3.216483, 0.612600], [1.347506, -2.088907, -1.413743], [0.853473, -2.816747, -2.496165], [1.700307, -3.309494, -3.480537], [3.066359, -3.084413, -3.401219], [3.579504, -2.383380, -2.320091], [2.727278, -1.902363, -1.336019], [0.889633, -2.239873, 1.666878], [1.234151, -1.433789, 2.747012], [1.783804, -1.984780, 3.897822], [1.987276, -3.354989, 3.983976], [1.644443, -4.172049, 2.914218], [1.104543, -3.614312, 1.763908], [-1.402622, 0.305803, 0.548963], [-1.878170, -1.391361, -2.205374], [-4.101100, -2.365907, -2.641876], [-5.154800, -3.844698, -0.961763], [-3.948554, -4.382493, 1.127652], [-1.698352, -3.454079, 1.533370], [-0.209549, -3.008816, -2.567006], [1.290686, -3.875320, -4.309275], [3.727862, -3.460075, -4.172573], [4.647847, -2.217017, -2.241060], [3.155802, -1.395811, -0.478883], [1.051287, -0.365254, 2.676254], [2.049504, -1.347116, 4.733210], [2.408388, -3.787542, 4.883813], [1.799261, -5.242954, 2.979654], [0.846952, -4.252412, 0.923581]],
  "atomic_forces_ev_per_a": [[-0.906, -3.408, -0.177], [0.346, -0.204, -0.018], [-0.640, -0.083, 0.089], [0.353, -0.239, -0.028], [0.437, 0.505, -0.054], [-0.279, -0.091, 0.018], [-0.390, -0.115, 0.014], [-0.197, -0.372, 0.045], [0.635, 0.235, -0.050], [-0.949, 0.103, 0.053], [1.190, 0.054, -0.142], [0.209, 0.097, -0.020], [0.048, 0.269, 0.029], [0.696, 3.127, 0.239], [0.004, 0.004, 0.003], [0.007, 0.030, -0.008], [-0.030, -0.026, -0.010], [0.005, 0.156, 0.061], [-0.077, -0.031, 0.003], [0.126, 0.072, -0.020], [-0.056, -0.113, 0.007], [-0.021, 0.073, -0.004], [0.193, -0.220, -0.005], [-0.051, 0.100, -0.004], [-0.250, -0.468, 0.026], [-0.617, 1.135, -0.303], [-0.017, 0.328, 0.007], [0.031, -0.253, -0.014], [-0.107, 0.009, 0.001], [0.011, -0.050, 0.010], [0.328, -1.351, 0.428], [-0.208, 0.787, -0.126], [0.258, 0.026, 0.059], [0.006, 0.034, 0.030], [-0.033, 0.022, -0.049], [-0.021, -0.003, 0.034], [-0.056, -0.049, 0.025], [0.091, 0.001, -0.016], [-0.245, 0.047, 0.280], [0.049, 0.070, -0.022], [-0.006, -0.016, -0.031], [0.002, -0.013, -0.048], [0.061, 0.025, 0.012], [0.012, -0.105, -0.016], [-0.083, 0.027, -0.213], [-0.021, 0.038, -0.008], [0.041, -0.031, 0.063], [-0.006, 0.018, 0.015], [0.004, -0.058, -0.005], [0.057, 0.026, -0.015], [0.060, 0.133, -0.066], [-0.059, 0.014, -0.011], [0.005, 0.009, 0.007], [0.011, -0.015, -0.007], [0.010, 0.004, -0.004], [-0.045, -0.005, 0.012], [0.020, -0.032, -0.037], [0.005, 0.012, -0.003], [0.001, -0.006, 0.013], [-0.002, -0.008, 0.011], [0.064, -0.197, -0.069], [-0.016, -0.008, -0.006], [-0.007, 0.008, -0.011], [0.004, 0.003, -0.003], [0.002, 0.005, -0.006], [0.017, -0.038, 0.030]],
  "lowdin_charge": [0.560, 0.885, -0.632, -0.227, -0.656, 0.844, -0.217, -0.029, -0.030, -0.091, 0.052, -0.131, -0.427, -0.323, 0.076, 0.066, 0.108, 0.060, 0.103, -0.154, -0.155, 0.102, -0.257, 0.072, -0.494, 0.751, -0.227, 0.089, -0.150, 0.107, -0.401, 0.895, -0.277, -0.140, -0.097, -0.107, -0.098, -0.102, -0.248, -0.106, -0.097, -0.111, -0.099, -0.125, -0.280, -0.113, -0.101, -0.113, -0.104, -0.124, -0.101, 0.105, 0.098, 0.094, 0.094, 0.090, 0.078, 0.096, 0.093, 0.095, 0.071, 0.078, 0.094, 0.092, 0.094, 0.102]
}